One molecule with the formula C5H11NOS in a non-equilibrium geometry. Source: the OMol25 dataset; level of theory: ωB97M-V with the def2-TZVPD basis set.

Calculated values
E_LUMO in Ha: 0.0315
HOMO in eV: -8.443
Total charge: 0
Energy above the lowest of the compared OMol25 structures with the same formula, charge and spin in kcal/mol: 72.6
Frontier orbital gap in hartree: 0.3418
Molecular weight in g/mol: 133.2
DFT total energy in hartree: -725.209209

Last column: Löwdin charge in e.
Atoms and positions in Å:
C -0.145 1.350 -0.682  -0.25
C -1.301 1.642 0.277  -0.29
C -0.139 -0.821 0.589  -0.41
C 1.123 -1.211 1.341  -0.10
C 0.696 -0.688 -1.812  -0.11
N 0.005 -0.080 -0.707  -0.26
O -2.260 -0.173 2.166  -0.52
S -1.063 0.464 1.636  0.93
H -0.429 1.645 -1.628  0.09
H 0.773 1.991 -0.413  0.14
H -1.283 2.560 0.822  0.07
H -2.282 1.403 -0.103  0.09
H -0.789 -1.649 0.360  0.12
H 1.724 -0.365 1.562  0.06
H 1.709 -2.015 0.820  0.09
H 0.861 -1.628 2.264  0.05
H 0.139 -0.791 -2.812  0.09
H 1.562 0.020 -2.276  0.11
H 1.099 -1.655 -1.403  0.08

---

C4H5AuLiO as an isolated structure in a non-equilibrium geometry. Source: the OMol25 dataset; level of theory: ωB97M-V with the def2-TZVPD basis set.

Calculated values
E_LUMO (alpha / beta) in Ha: -0.3344 / -0.4751
HOMO (alpha / beta) in eV: -15.741 / -19.551
2S+1: 4
Total charge: +2
Energy above the lowest of the compared OMol25 structures with the same formula, charge and spin in kcal/mol: 0.0
Frontier orbital gap (alpha / beta) in hartree: 0.2441 / 0.2434
<S²>: 3.76
Molecular weight in g/mol: 273.0
DFT total energy in hartree: -372.882607

Last column: Löwdin charge in e.
Atoms and positions in Å:
C -0.142 1.797 0.681  0.23
C -0.372 0.502 0.537  -0.13
C -0.355 -0.837 1.037  0.10
H -0.423 2.502 -0.106  0.13
H 0.477 2.174 1.499  0.15
H 0.607 -1.303 1.281  0.15
H -1.237 -1.245 1.536  0.15
O 0.676 -0.707 -1.482  -0.58
C -0.433 -0.650 -0.706  -0.18
Au 1.676 0.684 -1.835  0.99
Li 0.899 -2.473 -1.203  0.83
H -1.374 -0.445 -1.240  0.17

---

One molecule with the formula C3H4BrNO2 in a non-equilibrium geometry. Source: the OMol25 dataset; level of theory: ωB97M-V with the def2-TZVPD basis set.

Calculated values
E_LUMO (alpha / beta) in Ha: -0.0449 / -0.0448
HOMO (alpha / beta) in eV: -9.256 / -9.257
Total charge: 0
Energy above the lowest of the compared OMol25 structures with the same formula, charge and spin in kcal/mol: 121.7
Frontier orbital gap (alpha / beta) in hartree: 0.2953 / 0.2954
Molecular weight in g/mol: 166.0
DFT total energy in hartree: -2895.752796

Last column: Löwdin charge in e.
Atoms and positions in Å:
C 0.511 -0.087 -0.145  -0.18
C -0.703 0.633 -0.344  -0.05
C -0.832 1.569 -1.690  -0.44
Br 0.755 1.698 -2.866  0.71
N -1.824 2.571 -1.979  -0.49
O -2.874 2.422 -1.391  0.06
O -1.483 3.490 -2.693  0.01
H 0.803 0.222 0.889  0.11
H 0.202 -1.189 0.119  0.13
H 1.296 -0.039 -0.933  0.04
H -1.497 0.491 0.377  0.10

---

> total charge of number 2 (C4H5AuLiO)?

+2

---

> The highest energy above the lowest of the compared OMol25 structures with the same formula, charge and spin belongs to which entry?

C3H4BrNO2

---

> energy above the lowest of the compared OMol25 structures with the same formula, charge and spin of number 1 (C5H11NOS)?

72.6 kcal/mol

---

> Among the records above, which one has the lowest molecular weight?

C5H11NOS